21
Properties=species:S:1:pos:R:3:lowdin_charge:R:1 method="wB97M-V/def2-TZVPD" charge=+1 orbital_gap_ev="5.28 / 5.28"
C -2.955 2.003 1.433 -0.295
C 2.610 -0.487 1.018 0.043
C 2.012 -1.635 0.531 -0.007
C 2.299 0.801 0.631 -0.003
C 1.113 -1.575 -0.522 0.132
C 1.322 1.028 -0.333 0.175
C 0.542 -0.243 -0.758 -0.279
C -1.905 0.198 0.153 -0.265
C -2.472 -0.652 -0.964 -0.317
N -3.304 2.866 2.068 0.192
N -0.259 -0.182 -1.818 0.067
N -2.793 1.069 0.515 0.207
O -3.541 -1.162 -1.070 0.240
O -1.430 -0.960 -1.869 0.058
O -0.630 0.212 0.512 0.049
H 3.384 -0.658 1.799 0.161
H 2.242 -2.673 1.007 0.177
H 2.743 1.743 1.092 0.167
H 0.550 -2.488 -0.895 0.180
H 1.012 1.983 -0.674 0.141
H -0.539 0.812 -1.856 0.174



19
Properties=species:S:1:pos:R:3:lowdin_charge:R:1 method="wB97M-V/def2-TZVPD" smiles="N#CC(C#N)/C=N/c1cccnc1" charge=0 orbital_gap_ev=9.74 e_above_lowest_ev=7.0646
C 1.831 -1.825 1.651 -0.147
C 2.086 -0.446 1.213 -0.254
C 0.984 0.075 0.319 -0.184
C -1.190 0.531 -0.162 -0.254
C -1.529 1.847 -0.503 -0.022
C -2.494 2.172 -1.436 -0.101
C -3.225 1.134 -1.913 -0.113
C -2.041 -0.508 -0.722 -0.128
C 3.468 -0.241 0.616 -0.177
H 1.686 0.131 2.100 0.173
H 1.289 0.287 -0.911 0.212
H -1.105 2.907 0.017 0.179
H -2.865 2.826 -1.926 -0.003
H -4.164 1.006 -2.804 0.184
H -1.920 -1.693 -0.323 0.174
N 1.564 -2.955 2.086 0.157
N -0.146 0.199 0.726 0.100
N -3.017 -0.221 -1.525 0.021
N 4.419 -0.150 0.068 0.183



33
Properties=species:S:1:pos:R:3:lowdin_charge:R:1 method="wB97M-V/def2-TZVPD" charge=-1 s2=2.020 multiplicity=3 orbital_gap_ev="5.73 / 6.02"
W -0.171 -0.125 -1.191 1.329
S -2.323 -1.532 -1.203 0.070
S -1.505 -3.422 -0.931 -0.103
S 0.095 -3.469 -2.218 -0.032
S 1.476 -2.150 -1.424 0.132
N -0.533 -1.093 3.046 0.126
C 0.029 -2.315 2.766 -0.054
C 0.299 -2.317 1.440 -0.189
N -0.090 -1.131 0.882 -0.063
C -0.591 -0.406 1.887 -0.258
C -1.066 0.887 1.580 -0.240
N -1.059 1.229 0.299 -0.017
C -1.453 2.536 0.237 -0.069
C -1.727 2.984 1.483 -0.059
N -1.507 1.921 2.337 0.125
H -0.926 -0.804 3.923 0.158
H 0.193 -3.058 3.524 0.117
H 0.776 -3.083 0.858 0.049
H -1.525 3.036 -0.714 0.127
H -2.055 3.943 1.842 0.113
H -1.408 1.987 3.334 0.157
O -0.224 1.584 -4.107 -0.275
S -1.039 0.547 -3.554 0.304
O -2.094 0.040 -4.372 -0.276
O -1.561 0.964 -2.172 -0.521
O -0.142 -0.608 -3.045 -0.610
O 0.946 1.324 -1.618 -0.317
N 1.441 0.817 -0.422 -0.202
C 2.770 0.473 -0.504 -0.375
C 3.378 -0.016 0.665 -0.230
N 3.885 -0.399 1.631 0.133
C 3.533 0.711 -1.666 -0.213
N 4.177 0.944 -2.595 0.165



17
Properties=species:S:1:pos:R:3:lowdin_charge:R:1 method="wB97M-V/def2-TZVPD" smiles=C#CC#CC#C[C@@H]1O[C@H]1CO charge=0 orbital_gap_ev=9.32 e_above_lowest_ev=6.9100
C 1.151 5.908 2.796 0.117
C 0.890 4.848 2.240 -0.123
C 0.477 3.617 1.607 -0.032
C 0.068 2.582 1.111 -0.022
C -0.366 1.321 0.583 0.000
C -0.659 0.225 0.112 0.058
O -1.113 -3.650 -2.045 -0.067
O -0.665 -2.229 0.494 -0.004
C 0.155 -2.998 -1.839 -0.195
C -0.968 -1.121 -0.388 -0.213
C 0.225 -2.086 -0.619 -0.199
H 1.453 6.835 3.240 0.032
H -1.367 -4.206 -1.287 0.100
H 0.961 -3.730 -1.810 0.111
H 0.354 -2.405 -2.753 0.133
H -1.831 -1.182 -1.059 0.150
H 1.237 -1.730 -0.383 0.152



108
Properties=species:S:1:pos:R:3:lowdin_charge:R:1 method="wB97M-V/def2-TZVPD" charge=+1 s2=2.006 multiplicity=3 orbital_gap_ev="8.86 / 8.29"
Pd 2.010 -3.899 1.195 0.760
C -0.340 -0.213 2.208 -0.012
C -0.875 -0.482 0.811 -0.431
C -1.251 0.906 0.218 -0.108
C -0.038 1.731 -0.237 -0.150
C 0.850 0.923 -1.187 -0.114
C 1.284 -0.432 -0.574 -0.421
N 0.118 -1.158 -0.045 -0.120
O 0.286 -2.351 0.331 -0.056
C 2.310 -0.089 0.519 0.005
C 1.916 -1.183 -1.738 -0.013
C -2.244 -1.144 0.823 -0.012
H 0.248 -1.029 2.631 0.076
H -1.186 0.000 2.866 0.080
H 0.273 0.685 2.333 0.068
H -1.711 1.487 1.018 0.131
H -1.879 0.867 -0.672 0.107
H 0.533 2.097 0.619 0.094
H -0.519 2.541 -0.788 0.110
H 1.739 1.530 -1.357 0.112
H 0.289 0.728 -2.105 0.116
H 2.280 -0.708 1.420 0.082
H 2.246 0.925 0.909 0.083
H 3.311 -0.234 0.107 0.070
H 2.612 -1.949 -1.375 0.058
H 2.604 -0.533 -2.282 0.080
H 1.231 -1.669 -2.428 0.073
H -2.758 -1.175 -0.133 0.093
H -2.908 -0.754 1.594 0.098
H -2.114 -2.159 1.210 0.074
O -1.233 -1.058 -4.684 -0.063
H -0.731 -1.523 -5.363 0.053
H -1.126 -1.602 -3.865 -0.002
O 2.331 4.480 1.571 -0.064
H 2.906 4.165 0.853 0.002
H 2.101 3.672 2.059 -0.012
O 1.955 2.443 3.519 -0.050
H 2.071 1.480 3.514 0.047
H 2.407 2.741 4.319 0.090
O 4.197 3.954 -0.643 -0.055
H 4.766 3.198 -0.838 0.011
H 3.445 3.850 -1.246 -0.004
O -1.156 1.695 -4.278 -0.097
H -2.017 1.720 -3.805 -0.003
H -0.964 0.740 -4.389 -0.006
O -4.482 2.806 -0.278 -0.044
H -5.013 3.516 -0.658 0.066
H -3.875 3.255 0.321 0.054
O 1.156 -0.438 4.986 -0.053
H 0.211 -0.312 4.788 -0.002
H 1.333 0.172 5.709 0.050
O -3.535 1.639 -2.879 -0.037
H -4.249 2.284 -2.869 0.060
H -3.269 1.572 -1.956 0.006
O 1.603 -3.774 -3.792 -0.040
H 1.509 -4.689 -4.089 0.064
H 2.448 -3.487 -4.159 0.059
O -4.452 -4.255 1.684 -0.061
H -4.847 -3.360 1.759 0.020
H -5.197 -4.832 1.482 0.070
O -2.111 -4.260 0.010 -0.062
H -2.897 -3.816 0.354 -0.005
H -1.432 -3.577 -0.014 -0.023
O 4.881 1.296 -1.537 -0.061
H 5.607 1.698 -2.031 0.060
H 4.954 0.340 -1.702 -0.006
O 1.633 -3.258 3.283 -0.092
H 0.938 -3.728 3.768 0.085
H 2.001 -2.624 3.912 0.059
O 1.897 3.920 -2.390 -0.045
H 2.145 4.848 -2.497 0.069
H 1.636 3.634 -3.277 0.044
O 3.770 -2.655 0.703 -0.096
H 4.686 -2.953 0.784 0.088
H 3.809 -1.882 0.130 0.012
O -1.376 -2.330 -2.330 -0.025
H -0.969 -1.895 -1.564 0.018
H -0.764 -3.045 -2.555 0.058
O -5.774 0.003 -0.612 -0.052
H -4.877 -0.340 -0.560 0.005
H -5.695 0.928 -0.343 0.004
O -5.492 -1.897 2.628 -0.042
H -5.373 -0.941 2.657 0.054
H -6.267 -2.065 3.178 0.068
O -1.633 0.256 5.269 -0.067
H -1.457 0.943 4.602 -0.005
H -2.358 0.610 5.796 0.065
O -2.012 -5.039 2.859 -0.082
H -2.594 -4.488 2.315 -0.028
H -2.610 -5.509 3.447 0.031
O -0.283 5.089 0.038 -0.056
H 0.421 4.471 0.286 0.012
H 0.160 5.944 -0.021 0.070
O 5.431 -1.399 -2.533 -0.049
H 6.309 -1.001 -2.598 0.063
H 5.066 -1.327 -3.425 0.063
O 1.876 -4.777 -0.803 -0.094
H 1.957 -4.122 -1.513 0.024
H 1.461 -5.542 -1.215 0.085
O -0.706 2.762 4.398 -0.055
H -0.327 2.459 5.231 0.042
H 0.032 2.686 3.768 0.012
O -2.053 4.873 -2.044 -0.085
H -1.429 4.926 -1.288 -0.025
H -1.504 4.968 -2.828 0.027
O 1.713 1.565 -4.494 -0.052
H 2.129 1.066 -3.787 0.003
H 0.872 1.871 -4.110 -0.005



22
Properties=species:S:1:pos:R:3:lowdin_charge:R:1 method="wB97M-V/def2-TZVPD" charge=0 orbital_gap_ev=8.94 e_above_lowest_ev=0.6233
C -3.684 -1.227 -0.286 -0.065
C -2.864 -1.596 0.727 -0.136
C -3.089 -0.339 -1.211 -0.076
C -1.591 -1.156 0.934 -0.014
C -1.822 0.136 -1.089 -0.068
C -1.055 -0.262 -0.044 -0.126
C 0.220 0.508 0.324 -0.440
C 2.277 3.013 -0.543 0.119
C 3.911 -0.432 0.499 -1.432
N 0.414 1.552 -0.508 0.082
N 1.304 2.367 -0.554 -0.046
O 0.996 0.215 1.222 0.017
Cl 2.890 -1.265 -0.784 0.491
Br 4.895 1.261 0.020 0.545
Br 5.215 -1.659 1.341 0.538
H -4.655 -1.703 -0.232 0.108
H -3.204 -2.307 1.560 0.132
H -3.702 -0.102 -2.029 0.086
H -1.070 -1.632 1.733 0.109
H -1.534 0.926 -1.818 0.129
H 2.898 3.887 -0.610 0.080
H 3.251 -0.185 1.350 -0.033



Number 1: E_tot -20027.9542 eV. Number 2: E_tot -15383.8756 eV. Number 3: E_tot -86102.5981 eV. Number 4: E_tot -13517.9877 eV. Number 5: E_tot -70715.3767 eV. Number 6: E_tot -167077.5050 eV.